# 1
Molecular formula: C4H3O2P
Method: DFT, ωB97M-V/def2-TZVPD

```
10
Properties=species:S:1:pos:R:3
C -0.050 -0.088 0.011
C 1.022 0.077 -0.923
C -0.693 -1.085 0.543
C 1.910 -0.719 -1.574
O 1.711 -2.357 -1.430
O 2.859 -0.564 -2.270
P 0.781 -3.482 -1.046
H -0.421 0.897 0.335
H 1.245 1.113 -1.147
H -1.322 -1.561 1.242
```

Output
E_tot: -645.8150 Eh
Energy relative to the best compared isomer or geometry (same formula, charge and spin): 6.213 eV
LUMO level (spin up / spin down): -1.96 / -1.83 eV

# 2
Molecular formula: C4H3O2P
Method: DFT, ωB97M-V/def2-TZVPD

```
10
Properties=species:S:1:pos:R:3
C -0.972 0.137 -0.192
C -0.255 1.064 0.607
C -0.483 -0.998 -0.727
C 0.852 0.796 1.204
O 1.781 0.455 1.877
O 2.054 -0.445 -1.359
P 1.284 -1.515 -0.846
H -2.122 0.381 -0.297
H -0.905 1.982 0.858
H -1.236 -1.857 -1.125
```

Output
E_tot: -645.9618 Eh
Energy relative to the best compared isomer or geometry (same formula, charge and spin): 2.218 eV
LUMO level: -0.70 eV

# 3
Molecular formula: C4H4
Method: DFT, ωB97M-V/def2-TZVPD

```
8
Properties=species:S:1:pos:R:3
C -2.072 -0.562 -0.071
C -2.252 0.679 0.028
C 1.483 -0.210 -0.003
C 2.642 0.156 -0.006
H -1.875 -1.588 0.113
H -2.069 1.721 -0.045
H 0.436 -0.878 0.055
H 3.708 0.682 -0.072
```

Output
E_tot: -154.6079 Eh
Energy relative to the best compared isomer or geometry (same formula, charge and spin): 3.064 eV
LUMO level: 1.19 eV

# 4
Molecular formula: C4H4
Method: DFT, ωB97M-V/def2-TZVPD

```
8
Properties=species:S:1:pos:R:3
C -0.936 -0.377 -0.896
C -0.207 -0.303 0.265
C 0.982 -0.172 0.820
C -1.386 0.635 -1.671
H -0.918 -1.518 -1.229
H 1.999 -0.007 0.485
H 0.834 -0.419 1.792
H -1.731 1.567 -1.328
```

Output
E_tot: -154.5804 Eh
Energy relative to the best compared isomer or geometry (same formula, charge and spin): 3.811 eV
LUMO level (spin up / spin down): -0.65 / -0.78 eV

# 5
Molecular formula: C4H4
Method: DFT, ωB97M-V/def2-TZVPD

```
8
Properties=species:S:1:pos:R:3
C 0.536 -0.317 1.449
C 1.058 -0.537 2.600
C 0.381 -0.978 0.013
C -0.453 0.069 0.424
H 1.300 -0.808 -0.508
H 0.072 -2.116 -0.011
H -1.509 0.444 0.500
H -0.319 2.601 0.308
```

Output
E_tot: -154.4531 Eh
Energy relative to the best compared isomer or geometry (same formula, charge and spin): 7.275 eV
LUMO level (spin up / spin down): -1.15 / -0.63 eV

# 6
Molecular formula: C4H40NO15S
Method: DFT, ωB97M-V/def2-TZVPD

```
61
Properties=species:S:1:pos:R:3
C 1.678 0.919 0.826
N 0.260 0.513 1.037
C 0.176 -0.874 1.171
C 0.591 -1.401 2.539
S 0.017 -3.049 2.767
C 1.908 2.164 -0.157
H 2.324 0.065 0.528
H 2.222 1.188 1.894
H -0.248 0.971 1.850
H -0.816 -1.245 0.918
H 0.766 -1.468 0.376
H 1.710 -1.379 2.593
H 0.201 -0.860 3.364
H 1.481 3.045 0.340
H 1.397 1.920 -1.123
H 3.012 2.233 -0.246
H -3.180 -1.285 3.153
H -2.250 -1.794 3.963
O -2.759 -0.900 3.840
H -4.375 1.785 -1.684
H -3.041 2.360 -1.251
O -3.893 2.051 -0.969
H 1.588 -3.105 -0.708
H 0.186 -3.009 -1.275
O 1.012 -2.618 -1.211
H 1.333 0.639 -3.766
H 1.201 2.000 -3.492
O 0.761 1.192 -3.398
H 4.292 1.408 -0.195
H 4.237 0.261 0.720
O 4.852 0.847 0.362
H -1.482 -4.595 -0.977
H -1.730 -3.263 -0.148
O -1.405 -3.649 -1.036
H -4.204 -1.450 0.397
H -3.047 -1.474 -0.336
O -3.297 -1.720 0.551
H -2.748 -1.118 -2.061
H -3.520 -2.495 -2.058
O -3.560 -1.547 -1.903
H 2.293 -1.386 0.027
H 3.413 -1.868 -1.064
O 3.231 -1.748 -0.151
H 0.558 3.515 -1.803
H -0.074 4.540 -2.809
O 0.678 3.929 -2.638
H 4.126 1.800 -2.625
H 2.869 0.951 -2.679
O 3.358 1.468 -3.138
H -0.616 3.022 -3.583
H -1.106 1.651 -3.318
O -1.468 2.504 -3.651
H 0.838 2.337 3.161
H 0.992 1.725 4.412
O 1.436 2.356 3.868
H -2.148 0.712 2.861
H -2.554 1.277 1.394
O -2.181 1.445 2.236
H -0.605 0.643 -0.648
H 0.114 0.401 -1.911
O -0.718 0.352 -1.513
```

Output
E_tot: -1757.8398 Eh
Energy relative to the best compared isomer or geometry (same formula, charge and spin): 2.821 eV
Charge: -1
LUMO level: 2.12 eV

# 7
Molecular formula: C4H40NO16
Method: DFT, ωB97M-V/def2-TZVPD

```
61
Properties=species:S:1:pos:R:3
O -4.457 1.480 1.189
C -4.428 1.108 0.046
C -3.167 0.464 -0.523
N -2.248 0.026 0.561
C -1.507 1.179 1.247
C -0.397 1.681 0.381
H -5.287 1.352 -0.600
H -3.446 -0.346 -1.196
H -2.630 1.241 -1.073
H -1.550 -0.570 0.090
H -2.755 -0.526 1.248
H -1.213 0.677 2.166
H -2.229 1.947 1.487
H 0.391 2.062 1.032
H -0.669 2.594 -0.156
H 0.052 1.051 -0.381
H 0.339 4.456 1.806
H -0.878 5.463 1.655
O -0.420 4.713 1.278
H 0.245 5.265 -2.385
H 1.474 4.496 -2.095
O 0.615 4.385 -2.515
H 4.311 -1.323 -3.671
H 3.324 -0.235 -3.860
O 4.123 -0.455 -3.340
H -0.320 2.269 -3.312
H -1.384 1.183 -3.340
O -0.480 1.348 -3.051
H 0.457 0.631 3.632
H 1.650 1.309 3.012
O 1.003 1.429 3.721
H -0.430 -1.742 -2.513
H -0.629 -2.536 -3.777
O 0.069 -2.138 -3.246
H -3.372 -3.060 2.495
H -2.801 -3.823 1.402
O -2.949 -2.896 1.643
H -0.545 -1.276 3.179
H -1.327 -0.878 4.657
O -0.936 -0.663 3.814
H 2.970 0.646 0.969
H 2.762 2.045 0.360
O 2.950 1.584 1.181
H 3.457 -0.408 -1.652
H 4.357 -1.095 -0.670
O 3.459 -0.752 -0.728
H -1.472 -2.408 0.139
H -0.185 -2.660 -0.617
O -1.082 -2.306 -0.739
H 0.791 0.506 -4.030
H 1.048 -0.986 -4.397
O 1.470 -0.116 -4.342
H 2.224 -4.102 -0.453
H 2.387 -2.599 -0.664
O 1.818 -3.257 -0.233
H -0.688 -3.280 2.398
H 0.623 -2.529 1.737
O -0.336 -2.565 1.878
H 2.421 -2.116 3.808
H 3.123 -2.596 2.464
O 2.302 -2.348 2.884
```

Output
E_tot: -1434.7786 Eh
Energy relative to the best compared isomer or geometry (same formula, charge and spin): 1.352 eV
Charge: +1
LUMO level: -2.57 eV

# 8
Molecular formula: C4H42O16S
Method: DFT, ωB97M-V/def2-TZVPD

```
63
Properties=species:S:1:pos:R:3
C 0.337 -3.639 2.466
C 0.984 -2.691 3.451
C 1.143 -1.280 2.915
S 2.590 -0.773 1.998
C 2.496 -1.592 0.398
H 1.082 -3.826 1.680
H -0.061 -4.609 2.742
H -0.445 -3.165 1.835
H 1.947 -3.181 3.665
H 0.398 -2.602 4.374
H 1.030 -0.522 3.682
H 0.261 -0.948 2.366
H 1.710 -1.358 -0.325
H 3.290 -1.475 -0.356
H 2.571 -2.658 0.592
H 2.073 -2.948 -1.986
H 3.340 -3.336 -2.397
O 2.541 -3.796 -2.103
H 3.263 0.759 -1.673
H 4.510 0.891 -0.955
O 4.202 0.568 -1.816
H -4.582 2.427 0.755
H -3.723 1.108 0.812
O -4.564 1.519 1.071
H -3.420 1.581 -1.230
H -1.994 0.819 -0.822
O -2.664 1.492 -0.662
H -2.069 2.176 -2.722
H -1.025 2.133 -3.901
O -1.937 1.964 -3.653
H -1.292 0.581 4.800
H -0.756 1.125 3.397
O -0.718 0.401 4.053
H -2.264 -3.950 0.284
H -2.871 -3.691 -1.125
O -2.570 -3.262 -0.315
H -2.357 2.191 1.791
H -1.453 1.286 1.128
O -1.434 1.900 1.872
H 1.423 2.408 -0.558
H 1.340 0.981 -0.974
O 1.328 1.866 -1.378
H -2.900 -1.149 -2.203
H -3.831 -0.005 -2.834
O -3.642 -0.563 -2.076
H -3.148 -0.936 1.837
H -2.159 -0.500 2.870
O -2.280 -0.524 1.906
H -0.546 2.623 -0.985
H -0.885 3.702 0.111
O -0.765 3.543 -0.825
H -0.857 -1.644 -1.323
H -0.743 -1.089 -0.017
O -0.834 -0.756 -0.928
H 2.177 4.406 0.381
H 3.142 3.322 0.895
O 2.225 3.480 0.642
H 1.488 2.579 -3.234
H 1.729 1.401 -4.197
O 1.382 2.294 -4.144
H 0.520 -0.558 -2.639
H 1.751 -0.712 -3.497
O 1.433 -0.882 -2.599
```

Output
E_tot: -1779.5586 Eh
Energy relative to the best compared isomer or geometry (same formula, charge and spin): 0.290 eV
LUMO level: -0.14 eV

# 9
Molecular formula: C4H48O21
Method: DFT, ωB97M-V/def2-TZVPD

```
73
Properties=species:S:1:pos:R:3
C -0.095 0.602 -0.410
C 0.378 -0.748 -0.018
O 1.775 -0.607 -0.036
H 0.339 1.421 0.186
H -1.176 0.627 -0.254
H -0.037 0.756 -1.471
H 0.051 -1.580 -0.663
H 0.148 -0.987 1.076
C -1.164 0.259 3.268
C -1.253 -0.951 4.047
O -0.366 -1.075 5.086
H -0.102 0.301 2.737
H -1.288 1.119 3.927
H -1.851 0.279 2.442
H -1.104 -1.796 3.422
H -2.262 -0.978 4.427
O -2.253 2.683 1.058
H -2.044 3.069 0.233
H -1.407 2.650 1.509
O -1.632 3.149 -1.631
H -0.769 3.388 -1.393
H -1.594 2.461 -2.292
O -2.016 0.881 -3.563
H -1.636 0.133 -3.064
H -1.399 1.027 -4.334
O -0.565 -1.591 -3.211
H -1.123 -1.806 -2.447
H 0.323 -1.382 -2.859
O 2.407 -3.081 -1.064
H 3.049 -3.447 -0.474
H 2.291 -2.195 -0.728
O 0.420 3.116 2.283
H 0.487 2.323 2.831
H 0.742 3.809 2.894
O -1.738 -3.793 -1.584
H -2.350 -4.095 -0.931
H -0.906 -4.264 -1.434
O 4.416 -1.272 0.473
H 4.924 -1.045 1.228
H 3.541 -0.812 0.582
O 1.391 1.856 -3.845
H 0.765 2.517 -3.971
H 1.980 1.931 -4.525
O -3.931 0.749 -0.143
H -3.320 1.344 0.317
H -3.982 1.186 -0.994
O 2.569 3.579 0.731
H 3.196 3.788 1.417
H 1.757 3.354 1.242
O 1.069 3.702 -1.616
H 1.440 2.826 -1.905
H 1.541 3.979 -0.837
O 2.689 0.342 2.235
H 2.190 -0.085 1.529
H 3.038 -0.372 2.820
O 1.446 -3.204 1.708
H 1.573 -2.457 1.119
H 0.534 -3.537 1.587
O 1.932 -0.677 -2.752
H 1.900 0.248 -3.036
H 1.688 -0.577 -1.797
O 3.134 1.468 -0.878
H 2.411 0.926 -0.512
H 3.062 2.243 -0.287
O -1.142 -4.186 1.657
H -1.740 -4.839 1.312
H -1.541 -3.342 1.349
O -2.838 -2.151 0.893
H -3.749 -1.935 0.996
H -2.356 -1.385 1.060
O -3.211 -1.249 -1.978
H -3.626 -0.591 -1.428
H -3.030 -1.968 -1.350
```

Output
E_tot: -1761.2048 Eh
Charge: -2
LUMO level: 4.05 eV

# 10
Molecular formula: C4H4AgLiO2
Method: DFT, ωB97M-V/def2-TZVPD

```
12
Properties=species:S:1:pos:R:3
O -4.924 0.963 -3.744
C -4.747 0.484 -2.573
C -5.206 0.895 -1.363
H -4.259 0.667 -4.388
H -5.201 0.157 -0.553
H -5.950 1.706 -1.335
C -1.438 -0.826 -2.713
C -1.398 0.097 -1.919
O -1.552 0.960 -0.975
Ag -3.266 1.903 -0.719
H -1.383 -1.504 -3.545
Li -0.034 0.993 0.172
```

Output
E_tot: -458.9431 Eh
Energy relative to the best compared isomer or geometry (same formula, charge and spin): 1.484 eV
Charge: +2
Spin multiplicity: 3
LUMO level (spin up / spin down): -8.47 / -12.32 eV

# 11
Molecular formula: C4H4AgO6
Method: DFT, ωB97M-V/def2-TZVPD

```
15
Properties=species:S:1:pos:R:3
O -1.591 -1.294 0.646
C -0.910 -1.941 -0.192
O -0.733 -3.161 -0.237
Ag -1.245 -0.027 2.254
O 0.174 1.096 0.760
O 2.335 0.767 1.134
C 1.203 0.825 1.641
O 0.774 0.358 2.723
O -0.272 -1.239 -1.188
C -0.481 0.152 -1.365
C 0.570 1.005 -0.677
H -0.420 0.336 -2.446
H -1.482 0.435 -1.015
H 0.513 2.033 -1.065
H 1.566 0.654 -0.973
```

Output
E_tot: -753.3126 Eh
Energy relative to the best compared isomer or geometry (same formula, charge and spin): 0.180 eV
Charge: -1
LUMO level: 2.89 eV

# 12
Molecular formula: C4H4AlLiO5
Method: DFT, ωB97M-V/def2-TZVPD

```
15
Properties=species:S:1:pos:R:3
O 1.675 -0.361 -2.322
C 2.565 0.145 -1.469
C 0.501 -0.749 -1.547
O 3.763 0.032 -1.605
O 1.986 0.499 -0.331
C 0.531 0.185 -0.369
Li 0.337 -0.406 1.748
H 0.627 -1.819 -1.320
H -0.401 -0.632 -2.159
H 0.096 1.169 -0.618
C -2.467 0.352 1.549
O -1.505 -0.127 2.267
O -3.409 0.915 2.161
Al -2.198 0.234 3.622
H -2.102 0.563 0.394
```

Output
E_tot: -780.2091 Eh
Energy relative to the best compared isomer or geometry (same formula, charge and spin): 2.977 eV
Charge: +2
LUMO level (spin up / spin down): -10.78 / -12.20 eV